1.
77
Properties=species:S:1:pos:R:3:forces:R:3 method="wB97M-V/def2-TZVPD" max_force_ev_per_a=1.6 total_charge=-2 gap_ev=5.845 multiplicity=1
Cs -0.1896 -0.2608 -0.1234 -0.966 0.509 -1.200
O 1.1282 -4.6188 1.7214 0.010 -0.107 0.065
S 1.2605 -3.1699 1.6614 0.032 0.593 0.069
O 0.0655 -2.4843 1.1980 -0.171 -1.243 0.575
O 2.4539 -2.7312 0.9455 0.116 -0.183 -0.004
C 1.4571 -2.6590 3.3919 -0.018 -0.093 -0.015
C 1.9269 -3.6695 4.2245 0.049 -0.136 0.053
C 2.1003 -3.4814 5.5870 -0.018 0.031 -0.055
C 1.7874 -2.2542 6.1439 -0.008 0.007 -0.052
C 1.3257 -1.2362 5.3235 0.008 0.038 0.141
C 1.1563 -1.4085 3.9537 0.006 0.100 0.017
S 0.5968 0.0857 3.0814 0.195 -0.516 0.071
O 0.9208 1.1791 3.9910 0.168 -0.157 0.159
O -0.8350 -0.0634 2.8595 0.045 0.096 0.159
O 1.3743 0.0970 1.8553 0.978 0.405 1.180
H 2.1384 -4.6322 3.7788 -0.009 0.029 -0.019
H 2.4696 -4.2947 6.2009 -0.001 0.003 0.003
H 1.9065 -2.0797 7.2070 -0.001 0.004 -0.002
H 1.1025 -0.2632 5.7393 0.000 -0.003 -0.032
C -2.9534 4.1616 -7.2563 0.009 -0.029 -0.025
C -3.8403 3.4577 -6.2172 -0.002 0.034 -0.009
C -4.6566 4.5292 -5.4944 -0.037 0.022 0.050
C -4.8211 2.5328 -6.9534 0.005 0.009 -0.027
C -2.9760 2.6499 -5.2540 0.006 -0.003 0.029
C -2.9356 2.8751 -3.8834 -0.044 0.051 0.019
C -2.1286 2.1047 -3.0751 0.007 -0.078 -0.234
Br -2.1466 2.4790 -1.2088 -0.105 0.152 0.072
C -1.2837 1.0324 -3.5162 0.024 0.066 0.043
O -0.5907 0.3631 -2.6884 -0.180 0.219 -0.933
C -1.3274 0.8339 -4.9475 0.055 -0.030 0.015
C -2.1581 1.6247 -5.7267 -0.003 -0.017 -0.031
C -0.5102 -0.2350 -5.7020 -0.029 0.016 -0.016
C 0.2896 0.4385 -6.8304 0.038 0.037 -0.029
C 0.4930 -1.0225 -4.8555 -0.010 -0.007 0.045
C -1.4757 -1.2575 -6.3228 -0.028 -0.012 -0.007
H -3.5604 4.7412 -7.9606 -0.004 -0.003 0.008
H -2.3711 3.4368 -7.8278 0.001 0.004 0.001
H -2.2494 4.8366 -6.7657 -0.013 -0.001 0.019
H -5.2636 5.0825 -6.2168 0.003 -0.002 -0.005
H -4.0141 5.2438 -4.9757 0.021 -0.012 -0.023
H -5.3295 4.0888 -4.7553 0.003 -0.014 -0.021
H -5.4388 3.1064 -7.6535 -0.004 -0.018 -0.001
H -5.4775 2.0245 -6.2446 0.007 0.018 0.018
H -4.2894 1.7659 -7.5186 0.004 0.000 0.000
H -3.5334 3.6506 -3.4217 0.020 -0.014 0.005
H -2.1713 1.4254 -6.7948 -0.022 0.014 0.022
H 0.9654 1.1918 -6.4191 -0.003 -0.008 0.008
H -0.3530 0.9308 -7.5635 0.026 -0.016 0.015
H 0.8912 -0.3077 -7.3584 -0.009 -0.008 -0.006
H 1.1874 -0.3670 -4.3322 0.006 0.025 -0.005
H 1.0602 -1.6838 -5.5212 -0.010 0.010 0.024
H -0.0151 -1.6374 -4.1179 -0.020 -0.008 0.020
H -2.1953 -0.7755 -6.9894 0.008 -0.021 0.003
H -2.0292 -1.7762 -5.5382 -0.001 0.010 0.004
H -0.9221 -2.0073 -6.8973 0.014 0.007 0.003
N 1.2593 -3.0126 -1.8751 0.014 0.144 0.081
C 0.3091 -3.9539 -2.0646 -0.059 -0.099 -0.166
O -0.6839 -3.7977 -2.7577 0.136 -0.002 0.024
C 0.5489 -5.2813 -1.3768 0.056 -0.091 0.018
I 2.0695 -6.4422 -2.3611 -0.050 0.088 -0.007
H 1.0292 -2.0889 -2.2130 0.024 -0.032 -0.122
H 1.8719 -3.0586 -1.0644 -0.038 -0.002 0.016
H -0.3528 -5.8743 -1.4602 -0.010 -0.001 0.069
H 0.8841 -5.1818 -0.3464 -0.045 0.004 0.021
N 1.0710 3.7928 0.7741 0.032 0.178 0.015
C 0.1779 3.9412 1.4819 0.126 -0.270 0.024
C -0.9632 4.0910 2.3458 -0.191 0.138 -0.177
C -1.1007 3.3086 3.4880 -0.061 0.083 -0.046
C -2.2415 3.4612 4.2641 0.048 -0.017 -0.001
C -3.2233 4.3723 3.9079 -0.045 0.017 0.005
C -3.0817 5.1427 2.7596 0.010 0.032 -0.034
C -1.9528 5.0029 1.9720 0.010 -0.052 0.078
H -0.3427 2.5727 3.7358 -0.065 0.094 0.041
H -2.3630 2.8413 5.1432 -0.007 -0.001 -0.006
H -4.1146 4.4724 4.5159 -0.001 0.004 0.001
H -3.8567 5.8398 2.4672 -0.011 -0.003 0.014
H -1.8327 5.5708 1.0594 -0.017 0.014 -0.008



2.
26
Properties=species:S:1:pos:R:3:forces:R:3 method="wB97M-V/def2-TZVPD" max_force_ev_per_a=3.8 total_charge=0 smiles="CC1=N[C@](I)([N+](=O)[O-])CN1C[C@@H](O)CCl" gap_ev=8.866 multiplicity=1
C -1.3522 -0.9883 -0.6119 0.591 1.778 0.720
C -0.9948 1.1425 0.0362 2.350 2.270 0.111
C -2.2329 0.9938 -0.7847 -1.048 1.309 0.695
C -1.2429 -2.4370 -0.8356 2.150 0.915 -0.514
C 0.6894 -0.5351 0.7916 -1.110 2.640 0.615
C 3.2321 -0.4777 1.1575 -1.531 1.242 -1.679
C 1.9559 0.2544 0.5551 2.198 1.217 -0.238
N -2.4073 -0.3665 -1.0004 -1.217 -0.428 -1.136
N -0.4044 -0.1232 -0.0377 -0.169 -3.355 -1.762
N -1.9591 1.8007 -2.0636 0.262 1.311 -0.011
O -0.7901 1.6474 -2.3597 -0.296 -0.006 -1.678
O -2.7233 2.6332 -2.5298 0.701 -1.471 0.204
O 1.8459 1.5841 1.1355 -0.255 -0.959 0.094
Cl 2.7199 -1.1670 2.6724 0.658 -0.403 1.235
I -3.8394 2.0572 0.2145 -0.288 -0.358 0.004
H -0.2501 1.9446 -0.3219 -1.499 -1.067 0.738
H -1.1983 1.2878 1.0636 -0.496 0.717 1.241
H -0.5634 -2.8979 -0.1783 0.768 -0.661 1.090
H -0.8170 -2.6155 -1.8107 0.132 0.139 -0.562
H -2.1415 -2.9339 -0.8142 -2.258 -0.763 0.214
H 0.7306 -1.5693 0.6438 0.718 -1.544 0.413
H 0.4391 -0.1884 1.8307 -0.085 -1.158 -0.388
H 3.4771 -1.2661 0.4686 0.272 -0.524 -0.093
H 4.0795 0.2200 1.2214 -0.447 -0.264 0.364
H 2.1635 0.5187 -0.5085 -0.276 -0.650 0.576
H 1.5838 1.4815 2.0661 0.178 0.074 -0.252



3.
32
Properties=species:S:1:pos:R:3:forces:R:3 method="wB97M-V/def2-TZVPD" max_force_ev_per_a=6.5 total_charge=+1 smiles="C=C1/C(=C/C)CC[C@@]1([NH2+]C)C(=O)NC=O" gap_ev=9.269 multiplicity=1
C -0.3219 -1.1654 0.0641 0.386 2.638 3.997
C 0.2006 -0.9529 -1.2277 1.604 -0.641 -1.709
C -0.7843 -2.2251 0.6849 -0.798 -0.331 0.839
C -0.1316 -1.7094 -2.3015 0.525 2.001 -0.069
C -2.7224 2.4924 -0.3722 0.380 -2.763 5.874
C -1.1656 1.1820 0.9234 -0.037 -1.381 0.524
C 1.4456 0.0010 -1.1297 -2.538 0.708 -0.456
C 1.2384 0.7892 0.2586 -0.014 -0.822 -2.851
C 0.0517 0.2570 0.9686 -0.832 -2.225 -1.180
C 0.4119 -1.5412 -3.6565 0.713 -1.277 -3.188
C 1.4497 0.6687 3.1065 -0.145 1.602 1.364
N -1.6666 1.5756 -0.2290 2.980 -0.604 -3.070
N 0.2660 0.0718 2.4443 -0.922 3.039 0.205
O -2.9493 3.0554 -1.3255 -1.205 3.048 -5.367
O -1.7211 1.3972 1.9673 -0.945 0.723 2.347
H -1.1648 -2.2893 1.7365 0.456 0.180 -1.161
H -0.8591 -3.0844 0.0553 -0.191 -0.828 0.080
H -0.9227 -2.4235 -2.3757 -0.656 -0.293 0.959
H -3.2556 2.5162 0.6002 -0.183 0.349 -0.349
H 2.3387 -0.5773 -1.2213 0.697 -0.402 0.610
H 1.4722 0.6289 -2.0410 -0.095 0.180 0.701
H 2.1027 0.6937 0.8094 1.827 -0.471 1.108
H 1.1328 1.8360 0.1609 -0.030 1.274 -0.698
H 0.7028 -2.5589 -4.0651 -0.510 0.693 0.558
H 1.3377 -1.0065 -3.9197 -0.416 0.452 0.945
H -0.3588 -1.2289 -4.4428 0.687 -0.207 1.325
H 1.2440 1.7798 3.2458 0.683 -1.442 -0.311
H 1.6244 0.2072 4.1045 -0.699 0.318 -0.589
H 2.3495 0.4412 2.5788 0.436 0.233 -0.457
H -0.9817 1.4044 -1.0128 -1.562 0.481 0.524
H -0.6352 0.5923 2.8467 0.913 -0.783 -0.810
H 0.2718 -0.8273 2.7648 -0.508 -3.451 0.306



4.
8
Properties=species:S:1:pos:R:3:forces:R:3 method="wB97M-V/def2-TZVPD" max_force_ev_per_a=2.6 total_charge=-1 gap_ev=7.323 multiplicity=1
C 1.5528 -0.3393 0.0817 -0.566 1.296 0.054
C -1.2614 0.1883 -0.1495 2.168 -0.576 1.394
O 0.8932 -1.2592 0.3997 -0.320 -0.894 0.141
S 3.1294 0.0658 -0.0989 0.585 0.337 -0.194
S 0.0981 1.3905 -0.2811 1.012 -0.891 -0.783
H -1.1991 0.1132 0.9261 -0.463 -1.039 0.415
H -1.0356 -0.8159 -0.5927 -0.596 1.208 0.083
H -2.1774 0.6565 -0.2853 -1.820 0.558 -1.111



5.
19
Properties=species:S:1:pos:R:3:forces:R:3 method="wB97M-V/def2-TZVPD" max_force_ev_per_a=4.3 total_charge=0 smiles="CC=C(OC)OC.I" gap_ev=8.257 multiplicity=1
C -0.5376 -2.3005 0.3553 1.037 -1.467 -2.394
C -1.7836 1.9046 0.2178 2.476 -1.897 2.988
C 1.8589 0.8434 -1.0104 -0.202 0.877 -0.329
C -0.9695 -0.9019 0.4323 0.975 0.860 -0.524
C -0.1859 0.0619 -0.0899 0.071 -0.152 1.014
O -0.3882 1.3808 -0.0288 -1.824 1.617 0.170
O 1.0581 -0.2182 -0.5900 -0.832 -2.084 0.651
I 4.5348 -0.7407 2.2735 -0.849 0.005 -0.062
H -1.2282 -2.9430 0.9238 0.660 -0.034 -0.306
H 0.5655 -2.5079 0.5124 -1.315 0.366 0.614
H -0.5759 -2.5380 -0.7724 -0.349 -0.437 1.491
H -2.1984 1.4837 1.2070 0.639 0.165 -1.518
H -2.3347 1.5425 -0.6005 -1.113 0.363 -1.021
H -1.6204 2.9438 0.4709 -0.264 0.287 -0.967
H 1.2377 1.3396 -1.7248 -0.019 1.122 -0.589
H 2.7387 0.4997 -1.6140 -0.535 -0.013 1.370
H 1.9796 1.5037 -0.1268 0.904 -0.149 -0.868
H -1.9864 -0.7455 0.7170 -0.261 0.572 0.261
H 2.8884 -0.7505 2.1733 0.802 -0.001 0.018



6.
30
Properties=species:S:1:pos:R:3:forces:R:3 method="wB97M-V/def2-TZVPD" max_force_ev_per_a=6.3 total_charge=0 gap_ev=9.253 multiplicity=1
C 3.6608 -0.2979 0.0623 2.848 -0.483 -2.402
C -2.4271 -0.7374 -1.3381 -0.622 0.620 1.588
C -2.2961 -1.2152 1.1112 -1.071 -0.512 -0.916
C 1.3401 2.2850 0.1865 -1.505 -0.555 -2.868
C 1.1421 0.4060 -1.5248 -0.678 -1.953 2.105
C 2.9127 0.0711 1.2559 -1.043 -3.177 1.281
C 1.4003 -0.1027 0.9910 -0.808 -2.020 2.407
C -1.5020 -1.0578 -0.2085 -2.684 5.103 2.448
C 0.8151 0.7914 -0.0465 0.540 2.154 -0.508
N 4.3721 -0.4972 -0.8553 -2.250 0.426 2.540
N -0.6108 0.8587 0.1167 -2.711 -2.351 -0.360
O -1.4660 3.3169 0.4479 0.532 1.968 0.240
P -1.8714 1.9363 0.2711 0.590 -2.498 -0.193
H -2.9147 -1.6468 -1.5415 -0.424 -1.540 -1.075
H -3.3243 -0.0780 -1.0845 1.686 -0.510 0.014
H -1.8274 -0.3348 -2.0927 0.266 0.424 -1.786
H -3.1199 -0.4196 1.3712 1.671 -1.654 -1.068
H -1.6204 -1.2496 1.8822 1.801 0.642 2.120
H -2.6595 -2.2643 1.2527 -0.473 0.669 -0.814
H 2.3459 2.3437 -0.1299 1.523 -0.043 0.336
H 0.8655 2.9315 -0.6069 0.045 -0.688 0.869
H 1.1059 2.7545 1.1089 -0.035 0.003 0.994
H 1.0882 -0.6824 -1.7372 0.054 0.419 0.412
H 2.0609 0.7354 -1.8820 1.528 0.807 -0.544
H 0.3210 0.8324 -1.9739 -1.417 1.143 -1.891
H 3.2585 1.0108 1.5802 0.104 1.227 0.499
H 3.0708 -0.7225 2.1071 0.400 1.546 -1.596
H 0.7401 0.0848 1.9691 1.782 -0.470 -1.824
H 1.3366 -1.2691 0.7653 -0.373 2.355 0.209
H -0.5365 -1.4447 -0.3488 0.724 -1.051 -0.219